C2H3AuLiO2 | the ωB97M-V functional and the def2-TZVPD basis

Geometry (Å):
H -2.437 -0.741 -0.406
O 1.064 0.112 -0.765
C 0.346 -0.951 -0.519
C -0.961 -0.782 0.111
O -1.132 0.377 0.813
Li -2.918 0.777 1.199
Au 0.282 1.384 0.341
H 0.618 -1.908 -0.981
H -1.340 -1.647 0.677

Computed properties:
energy above the lowest of the compared OMol25 structures with the same formula, charge and spin = 34.98 kcal per mole
HOMO-LUMO gap (spin up / spin down) = 7.102 / 8.101 eV
calculated total energy = -10087.3577 eV
multiplicity = 4
charge = +2